[1]
A 2-piece molecular cluster, C4H8N2P overall in a non-equilibrium geometry. Source: OMol25; level of theory: wB97M-V/def2-TZVPD.

Structure (ORCA input):
```
! wB97M-V def2-TZVPD RIJCOSX def2/J DEFGRID3
* xyz 1 1
C 1.20753 -0.54085 0.49986
C 0.17805 0.30568 0.52937
C -0.38932 -1.21147 -0.92021
C 0.20547 2.47933 2.09020
N 0.81736 -1.53938 -0.47780
N -0.74074 -0.11136 -0.31775
P -1.34163 -2.09141 -2.17012
H 2.24778 -0.44405 0.84420
H 0.92953 1.98062 2.71336
H 0.79974 3.17872 1.56511
H -0.82514 2.45212 2.34754
H 1.42811 -2.37459 -0.76774
H -1.60047 0.28123 -0.53062
H -0.55594 -1.36864 -3.25798
H -2.36032 -0.99596 -2.14742
*
```

Computed properties:
Energy relative to the best compared isomer or geometry (same formula, charge and spin) ... 4.2996 eV
HOMO (alpha / beta) ... -13.4 / -13.4 eV
LUMO energy (alpha / beta) ... -5.22 / -5.17 eV
Molar mass ... 115.1 g mol⁻¹
Energy ... -16535.34699 eV

[2]
C4H8N2P as an isolated structure in a non-equilibrium geometry. Source: OMol25; level of theory: wB97M-V/def2-TZVPD.

Structure (ORCA input):
```
! wB97M-V def2-TZVPD RIJCOSX def2/J DEFGRID3
* xyz 1 1
C -1.31973 0.72348 -1.66399
C -0.04454 -0.31176 0.06886
C 0.87296 -1.36461 2.06718
C -0.26446 1.36470 -2.51218
N -1.13019 0.15141 -0.54163
N 0.00639 -0.61929 1.37958
P 0.78327 -0.90848 4.33611
H -2.43804 0.96492 -1.98517
H 0.67826 -0.60748 -0.61668
H 1.82891 -1.86261 1.71085
H 0.10099 0.51398 -2.94773
H -0.74045 1.87864 -3.35360
H 0.58854 1.90726 -2.10328
H -0.91806 -0.18773 1.81282
H 1.99616 -1.64244 4.34885
*
```

Computed properties:
Energy relative to the best compared isomer or geometry (same formula, charge and spin) ... 5.3057 eV
HOMO (alpha / beta) ... -12.3 / -13.1 eV
LUMO energy (alpha / beta) ... -5.55 / -5.51 eV
Molar mass ... 115.1 g mol⁻¹
Energy ... -16534.34089 eV